Entry 1:
54
Properties=species:S:1:pos:R:3:forces:R:3 method="wB97M-V/def2-TZVPD" smiles="COCCCNC(=O)CN1C(=O)CSc2ccc(S(=O)(=O)N3CCOCC3)cc21" homo_lumo_gap_ev=8.94 e_homo_ev=-8.4 lumo_energy_ev=0.54
C 2.7737 2.7313 -1.1634 0.0 0.0 -0.2
O 2.9230 2.3158 0.1766 0.1 0.0 0.2
C 3.5291 1.0408 0.2813 0.2 -0.2 0.1
C 3.7143 0.6887 1.7565 -0.4 0.1 -0.3
C 2.4099 0.3322 2.4681 0.2 -0.2 0.1
N 1.4211 1.3691 2.2691 0.2 0.1 0.1
C 0.1437 1.1018 1.9556 0.0 0.5 0.2
O -0.3546 -0.0047 2.0159 -0.1 -0.2 0.1
C -0.6233 2.3589 1.5408 -0.1 0.0 0.1
N -1.9673 2.0793 1.0733 0.5 -0.1 0.2
C -2.9741 2.8055 1.6452 -0.5 0.2 0.0
O -2.7769 3.5843 2.5535 -0.1 0.1 0.1
C -4.3425 2.6338 1.0310 -0.2 -0.3 -0.1
S -4.7743 0.8782 0.9041 0.2 0.2 0.1
C -3.3784 0.4251 -0.0654 0.0 0.3 0.1
C -3.5181 -0.5993 -0.9945 0.2 0.0 -0.1
C -2.4445 -1.0055 -1.7612 -0.2 0.0 0.0
C -1.2364 -0.3597 -1.5860 0.6 -0.1 -0.2
S 0.2249 -0.9194 -2.4543 0.4 0.0 -0.2
O 1.2808 0.0115 -2.1530 -0.2 0.0 0.3
O -0.0926 -1.1618 -3.8302 -0.3 -0.2 0.1
N 0.7104 -2.3736 -1.8067 -0.3 0.9 -0.5
C 0.1384 -3.5916 -2.3313 -0.2 -0.3 -0.3
C -0.8822 -4.1878 -1.3381 0.1 -0.1 0.1
O -1.3258 -3.2007 -0.4383 -0.1 -0.2 -0.1
C -0.2898 -2.7700 0.4164 0.0 0.0 0.3
C 0.9716 -2.3757 -0.3894 0.1 0.0 0.4
C -1.0889 0.6817 -0.6966 0.0 0.2 0.0
C -2.1553 1.0916 0.1009 -0.3 -0.5 -0.6
H 2.2169 1.9894 -1.7444 0.0 0.1 0.0
H 3.7522 2.8855 -1.6328 0.0 0.0 0.0
H 2.2339 3.6765 -1.1384 0.0 0.0 -0.1
H 2.9113 0.2948 -0.2384 0.1 0.0 0.0
H 4.5119 1.0656 -0.2133 -0.1 0.0 0.0
H 4.3997 -0.1550 1.8359 0.1 0.0 0.1
H 4.1695 1.5491 2.2513 0.1 0.0 0.0
H 1.9887 -0.6019 2.0846 0.1 0.1 0.1
H 2.6020 0.2037 3.5402 0.0 -0.1 -0.1
H 1.7944 2.2868 2.0762 -0.2 0.0 -0.1
H -0.0548 2.8980 0.7751 0.0 0.0 0.1
H -0.7364 3.0119 2.4133 0.1 -0.1 -0.2
H -4.3689 3.0672 0.0281 0.0 0.1 0.1
H -5.0836 3.1197 1.6626 0.1 0.0 0.0
H -4.4788 -1.0801 -1.0889 -0.1 0.0 -0.1
H -2.5362 -1.7975 -2.4840 -0.1 -0.1 -0.1
H 0.9480 -4.3051 -2.5253 -0.1 0.1 0.0
H -0.3225 -3.3239 -3.2820 0.0 -0.3 0.0
H -1.7713 -4.5526 -1.8544 0.1 -0.1 0.0
H -0.4303 -5.0214 -0.7792 -0.1 0.0 -0.1
H -0.6914 -1.9198 0.9686 0.1 -0.1 0.0
H -0.0429 -3.5738 1.1269 0.0 0.1 0.0
H 1.7937 -3.0740 -0.1961 0.0 0.1 0.0
H 1.2989 -1.3697 -0.1311 0.1 -0.1 0.2
H -0.1198 1.1467 -0.6343 0.1 0.1 0.1

Entry 2:
9
Properties=species:S:1:pos:R:3:forces:R:3 method="wB97M-V/def2-TZVPD" relative_energy_kcal_mol=33.4 homo_lumo_gap_ev=9.42 e_homo_ev=-9.2 lumo_energy_ev=0.23
C -0.0475 -0.7096 0.0023 -2.5 0.5 -0.1
C -1.4466 0.6371 -0.0261 3.9 -3.0 0.1
C 1.2010 0.0330 0.0926 2.2 -4.4 -3.8
O -0.2627 -1.8821 -0.0251 -0.2 1.3 0.0
O -1.1378 1.7661 -0.0325 -0.4 1.1 -0.1
Cl -2.9240 -0.1208 0.0847 -1.9 -0.4 0.0
H 1.9367 -0.5908 0.5887 0.0 0.6 1.1
H 0.9692 0.9896 0.2909 0.2 3.4 1.0
H 1.7117 -0.1225 -0.9755 -1.4 0.9 1.7

Entry 3:
14
Properties=species:S:1:pos:R:3:forces:R:3 method="wB97M-V/def2-TZVPD" relative_energy_kcal_mol=23.7 homo_lumo_gap_ev=5.53 e_homo_ev=-2.3 total_charge=-1 lumo_energy_ev=3.21
C -1.4969 2.4140 0.5067 -0.4 -0.2 -0.7
S -2.0714 1.0606 -0.5863 -0.3 -0.1 -0.2
H -1.4273 3.3538 -0.0511 0.3 -0.1 0.1
H -2.2059 2.6003 1.3161 0.2 -0.2 0.3
H -0.5195 2.0881 0.8470 0.2 0.5 0.5
C 1.2679 -0.0918 0.4164 -0.2 -0.5 -1.4
S 2.0473 -1.6399 -0.2861 0.3 1.1 0.7
C 0.5586 -2.4780 -0.7669 -0.6 -0.7 -0.8
H 0.3677 -0.0238 -0.1986 -0.3 0.3 0.3
H 1.8396 0.7859 0.1234 0.4 -0.1 0.3
H 0.9692 -0.0686 1.4593 0.3 -0.4 0.1
H -0.1770 -1.7765 -1.1438 -0.3 0.4 0.6
H 0.6666 -3.1034 -1.6623 0.7 -0.1 0.3
H 0.1813 -3.1207 0.0263 -0.3 0.2 0.0

Entry 4:
69
Properties=species:S:1:pos:R:3:forces:R:3 method="wB97M-V/def2-TZVPD" relative_energy_kcal_mol=40.7 homo_lumo_gap_ev=5.84 e_homo_ev=-13.3 total_charge=+2 lumo_energy_ev=-7.47
V 0.0324 -0.0901 0.2815 -0.6 0.1 -0.2
O 2.2120 1.9589 2.4306 0.0 0.2 0.1
C 1.4953 2.0978 1.5054 -0.1 -0.3 -0.5
O 1.3086 0.9888 0.6243 -0.1 -0.1 0.4
C 0.7373 3.2576 1.0217 0.0 0.1 0.1
C 1.2126 4.5150 1.3850 0.0 0.0 0.0
C 0.5699 5.6591 0.9437 0.0 0.0 0.0
C -0.5608 5.5483 0.1473 0.0 0.0 0.0
C -1.0555 4.3005 -0.2046 0.0 0.0 0.0
C -0.4092 3.1481 0.2270 0.0 0.0 -0.1
S -1.2281 1.6399 -0.2122 0.2 -0.2 0.0
H 2.0949 4.5773 2.0083 0.0 0.0 0.0
H 0.9498 6.6325 1.2207 0.0 0.0 0.0
H -1.0688 6.4373 -0.2017 0.0 0.0 0.0
H -1.9475 4.2233 -0.8128 0.0 0.0 0.0
O 0.5475 -1.0656 -0.9621 0.5 0.1 0.1
C 0.8133 -1.4739 -2.4265 -0.2 0.0 0.3
C 1.8033 -0.4773 -2.9488 -0.1 -0.1 -0.1
C 1.8851 -0.0201 -4.2353 0.0 0.0 0.1
C 3.0456 0.7632 -4.4594 0.0 0.0 0.0
C 3.8177 0.8750 -3.3460 0.0 0.0 0.0
S 3.1591 0.0289 -2.0171 0.0 -0.1 0.0
C 1.3858 -2.8647 -2.3053 0.0 0.0 -0.1
C 1.5581 -3.7482 -3.3272 0.0 0.1 0.0
C 2.2679 -4.9145 -2.9307 0.0 0.0 0.0
C 2.6264 -4.8859 -1.6212 0.0 0.0 0.0
S 2.1175 -3.4407 -0.8587 0.0 0.0 0.0
C -0.5319 -1.4365 -3.0731 0.1 0.0 -0.1
C -1.3986 -2.4794 -3.2614 0.0 0.0 0.0
C -2.6395 -2.0706 -3.8048 0.0 0.0 -0.1
C -2.6945 -0.7228 -4.0089 -0.1 0.0 0.1
S -1.2564 0.0604 -3.5401 0.0 -0.1 -0.1
H 1.1604 -0.2538 -5.0016 0.0 0.0 0.0
H 3.2919 1.2209 -5.4060 0.0 0.0 0.0
H 4.7385 1.4246 -3.2280 0.0 0.0 0.0
H 1.2162 -3.5654 -4.3365 0.0 0.0 0.0
H 2.4995 -5.7335 -3.5955 0.0 0.0 0.0
H 3.1637 -5.6351 -1.0613 0.0 0.0 0.0
H -1.1522 -3.5044 -3.0247 0.0 0.0 0.0
H -3.4412 -2.7489 -4.0591 0.0 0.0 0.0
H -3.5019 -0.1535 -4.4441 0.0 0.0 0.0
C 1.5959 -3.2066 3.0528 0.0 0.0 0.0
N 0.1410 -3.2720 3.1974 0.0 0.1 0.0
C -0.5701 -4.3949 3.5384 0.0 0.0 0.0
C -1.8734 -4.0318 3.6228 0.0 -0.1 0.0
N -1.9404 -2.6935 3.3291 0.1 0.0 0.0
C -3.1652 -1.8986 3.3203 0.0 0.0 0.0
C -0.7065 -2.2427 3.0530 -0.1 0.0 0.0
Se -0.2100 -0.4587 2.7186 0.2 -0.1 0.1
H 2.0236 -4.0732 3.5476 0.0 0.0 0.0
H 1.9633 -2.2994 3.5235 0.0 0.0 0.0
H 1.8654 -3.2102 1.9986 0.0 0.0 0.0
H -0.0903 -5.3425 3.7110 0.0 0.0 0.0
H -2.7481 -4.6032 3.8809 0.0 0.0 0.0
H -3.9432 -2.4709 3.8163 0.0 0.0 0.0
H -3.4617 -1.6878 2.2956 0.0 0.0 0.0
H -3.0008 -0.9686 3.8571 0.0 0.0 0.0
N -5.2665 -1.4371 -1.0718 0.0 0.0 0.0
C -4.0538 -1.8501 -0.6679 0.1 0.1 0.0
C -3.0297 -0.9193 -0.3546 -0.1 -0.1 0.1
N -1.8449 -1.3288 0.0566 0.2 0.2 -0.2
C -1.6187 -2.6546 0.1387 -0.1 0.0 0.0
C -2.6285 -3.5436 -0.1671 0.0 0.0 0.0
N -3.8356 -3.1590 -0.5598 0.0 0.0 0.0
H -5.4908 -0.4656 -1.1843 0.0 0.0 0.0
H -5.9652 -2.1272 -1.2910 0.0 0.0 0.0
H -3.2123 0.1440 -0.4287 0.0 0.0 0.0
H -0.6312 -2.9939 0.4131 0.0 0.0 0.0
H -2.4501 -4.6112 -0.1051 0.0 0.0 0.0